[1]
The following is a quantum chemistry calculation of a 13-piece molecular cluster, C14H54O13 overall, from the OMol25 dataset.

Properties
HOMO-LUMO gap in eV: 10.0227
LUMO energy in eV: -0.147
Relative energy (zero: lowest compared OMol25 entry of this formula, charge and spin) in eV: 3.100

ORCA input file:
```
! wB97M-V def2-TZVPD RIJCOSX def2/J DEFGRID3
* xyz 0 1
C -4.365 6.045 0.679
O -4.276 6.118 -0.736
H -5.409 6.002 0.987
H -3.877 5.146 1.056
H -3.876 6.884 1.174
H -4.419 5.246 -1.111
C 0.571 1.511 -0.806
O 1.341 0.410 -0.545
H 0.047 1.352 -1.748
H -0.185 1.828 -0.088
H 1.196 2.379 -1.019
H 1.586 0.496 0.380
C 7.371 -5.384 0.733
C 7.759 -3.945 1.214
O 8.461 -3.987 2.406
H 6.599 -5.833 1.359
H 8.232 -6.051 0.763
H 6.897 -5.400 -0.248
H 6.916 -3.297 1.453
H 8.358 -3.543 0.397
H 7.828 -4.158 3.107
C -5.216 0.859 -8.609
C -3.739 0.689 -8.190
O -3.294 1.776 -7.365
H -5.457 0.108 -9.361
H -5.387 1.843 -9.045
H -5.915 0.797 -7.774
H -3.069 0.767 -9.046
H -3.553 -0.178 -7.558
H -3.787 1.787 -6.542
C -5.145 -4.292 -2.859
C -3.622 -4.132 -2.665
O -2.988 -5.156 -3.422
H -5.406 -4.113 -3.901
H -5.668 -3.496 -2.328
H -5.483 -5.256 -2.480
H -3.303 -4.239 -1.628
H -3.269 -3.151 -2.984
H -2.054 -4.936 -3.437
C 0.535 -5.005 3.411
C -0.267 -4.286 4.419
O 0.571 -3.960 5.545
H 1.349 -4.387 3.031
H -0.072 -5.303 2.556
H 0.955 -5.932 3.803
H -1.149 -4.868 4.685
H -0.703 -3.404 3.950
H 0.056 -3.857 6.349
C -1.291 3.551 8.130
C -1.649 3.845 6.641
O -0.458 4.225 5.991
H -1.045 4.407 8.759
H -0.547 2.771 8.294
H -2.274 3.205 8.448
H -2.408 4.626 6.684
H -2.079 2.980 6.137
H 0.037 3.426 5.795
C 5.564 2.433 2.680
C 5.268 1.591 3.941
O 3.853 1.237 3.886
H 6.649 2.537 2.695
H 5.020 3.375 2.622
H 5.282 1.900 1.772
H 5.465 2.178 4.838
H 5.964 0.754 3.987
H 3.725 0.579 4.573
O 4.969 5.108 -3.194
H 4.557 5.860 -3.619
H 4.379 4.377 -3.374
O 2.315 2.738 -6.807
H 2.538 3.612 -7.130
H 1.359 2.707 -6.840
O 2.154 -3.794 -3.356
H 2.042 -3.021 -2.803
H 2.837 -3.547 -3.980
O -5.452 0.092 1.475
H -5.613 0.749 2.152
H -5.553 -0.747 1.925
O -5.482 1.990 -3.023
H -6.372 2.343 -3.004
H -5.435 1.417 -2.258
*
```



[2]
The following is a quantum chemistry calculation of a 14-piece molecular cluster, C14H56O14 overall, from the OMol25 dataset.

Properties
HOMO-LUMO gap in eV: 9.5877
LUMO energy in eV: 0.310
Relative energy (zero: lowest compared OMol25 entry of this formula, charge and spin) in eV: 1.842

ORCA input file:
```
! wB97M-V def2-TZVPD RIJCOSX def2/J DEFGRID3
* xyz 0 1
C 2.025 -3.267 -2.367
O 1.427 -3.304 -3.642
H 2.240 -4.263 -1.980
H 2.934 -2.680 -2.499
H 1.345 -2.733 -1.704
H 0.592 -3.749 -3.477
C -0.760 -1.560 3.706
O -0.266 -2.884 3.715
H -1.831 -1.572 3.505
H -0.515 -1.076 4.651
H -0.311 -0.914 2.951
H -0.602 -3.367 2.957
C 2.732 -1.956 3.335
O 3.857 -1.208 2.954
H 2.908 -3.023 3.469
H 2.280 -1.576 4.251
H 1.896 -1.839 2.646
H 4.654 -1.551 3.365
C -2.511 1.835 -5.131
O -1.800 1.497 -3.952
H -2.590 1.111 -5.942
H -3.547 2.066 -4.882
H -1.979 2.703 -5.522
H -2.281 0.801 -3.498
C 1.891 1.834 3.213
O 0.713 1.589 3.912
H 2.632 2.412 3.766
H 2.268 0.865 2.886
H 1.652 2.328 2.271
H 0.320 2.351 4.344
C -0.769 3.987 -0.930
O -0.839 5.393 -1.103
H -0.288 3.794 0.029
H -1.687 3.412 -1.052
H -0.155 3.568 -1.728
H -1.268 5.626 -1.930
C 2.897 3.902 0.145
O 2.595 4.933 0.997
H 3.713 3.272 0.499
H 2.021 3.257 0.080
H 3.124 4.306 -0.842
H 1.873 5.470 0.662
C -2.931 -1.719 -2.621
O -3.028 -0.383 -2.186
H -3.934 -2.120 -2.765
H -2.323 -1.729 -3.525
H -2.328 -2.259 -1.890
H -3.452 -0.409 -1.325
C 4.342 -0.838 -0.250
O 4.084 0.283 0.570
H 5.209 -1.422 0.058
H 3.506 -1.527 -0.369
H 4.657 -0.526 -1.246
H 3.778 -0.140 1.376
C 1.211 -0.029 -3.688
O 0.899 1.160 -4.397
H 1.333 0.243 -2.639
H 0.335 -0.678 -3.712
H 2.125 -0.528 -4.009
H -0.052 1.291 -4.392
C 0.513 0.345 0.138
O -0.075 -0.608 -0.672
H -0.274 0.837 0.710
H 1.255 -0.132 0.778
H 0.920 1.049 -0.588
H -0.667 -0.205 -1.312
C -0.949 -4.154 0.293
O -1.450 -4.335 1.618
H -1.677 -4.319 -0.501
H -0.511 -3.165 0.152
H -0.172 -4.897 0.112
H -1.706 -5.260 1.650
C -2.931 2.409 2.422
O -2.735 1.352 3.381
H -3.890 2.346 1.907
H -2.951 3.381 2.915
H -2.126 2.469 1.689
H -1.935 1.521 3.885
C -3.478 -1.324 1.158
O -4.460 -0.988 0.230
H -2.831 -0.481 1.397
H -3.909 -1.679 2.094
H -2.836 -2.076 0.700
H -5.149 -0.547 0.731
*
```



[3]
The following is a quantum chemistry calculation of C14H6BF8N5NdO as an isolated structure, from the OMol25 dataset.

Properties
HOMO-LUMO gap (alpha / beta) in eV: 5.5633 / 5.6827
LUMO energy (alpha / beta) in eV: -6.829 / -6.822

ORCA input file:
```
! wB97M-V def2-TZVPD RIJCOSX def2/J DEFGRID3
* xyz 1 4
Nd 0.000 0.000 0.000
F 4.172 1.343 0.276
B 3.688 0.000 0.000
F 4.173 -0.910 1.025
F 4.173 -0.432 -1.300
F 2.234 0.000 0.000
C -1.084 2.153 2.088
C -0.485 2.902 0.934
N -0.475 4.256 0.916
O 0.000 2.281 0.000
H -1.482 2.849 2.856
H -0.308 1.513 2.558
H -1.914 1.513 1.724
H -0.879 4.799 1.693
H -0.062 4.764 0.120
F -4.698 0.902 1.682
C -5.745 0.542 0.915
C -6.858 0.058 1.488
F -6.915 -0.078 2.827
C -8.040 -0.263 0.669
C -8.102 0.423 -0.638
C -6.990 0.922 -1.207
F -7.065 1.570 -2.385
C -5.686 0.763 -0.542
C -4.508 0.768 -1.216
C -3.299 0.390 -0.563
N -2.364 0.000 0.000
C -4.419 0.993 -2.621
N -4.338 1.166 -3.765
F -9.293 0.583 -1.247
C -8.989 -1.140 1.086
C -8.881 -1.845 2.323
N -8.780 -2.436 3.317
C -10.102 -1.502 0.272
N -10.995 -1.818 -0.396
H 0.000 -2.152 0.000
*
```



[4]
The following is a quantum chemistry calculation of C14H6Br2N3OPdS2 as an isolated structure, from the OMol25 dataset.

Properties
HOMO-LUMO gap (alpha / beta) in eV: 6.9246 / 5.2873
LUMO energy (alpha / beta) in eV: 2.323 / 0.415
Relative energy (zero: lowest compared OMol25 entry of this formula, charge and spin) in eV: 0.062

ORCA input file:
```
! wB97M-V def2-TZVPD RIJCOSX def2/J DEFGRID3
* xyz -1 3
Pd -0.209 1.263 -0.862
C 2.324 0.217 1.461
C 1.253 -0.831 1.406
C 1.334 -1.995 2.191
C 0.348 -2.937 2.124
C -0.752 -2.742 1.267
C -1.824 -3.644 1.113
Br -1.870 -5.273 2.109
C -2.855 -3.375 0.254
C -2.860 -2.197 -0.486
Br -4.305 -1.856 -1.668
C -1.847 -1.225 -0.412
O -1.865 -0.152 -1.089
C -0.766 -1.542 0.507
N 0.230 -0.628 0.597
H 3.119 -0.061 2.152
H 1.891 1.167 1.774
H 2.744 0.364 0.467
H 2.182 -2.138 2.848
H 0.402 -3.836 2.724
H -3.669 -4.079 0.148
S 1.584 2.698 -0.633
C 1.267 3.960 -1.735
C 2.253 4.985 -1.804
N 3.072 5.794 -1.843
C 0.126 4.023 -2.533
S -1.121 2.870 -2.541
C -0.030 5.137 -3.413
N -0.156 6.034 -4.123
*
```



[5]
The following is a quantum chemistry calculation of C14H6MoN2O9 as an isolated structure, from the OMol25 dataset.

Properties
HOMO-LUMO gap (alpha / beta) in eV: 6.7750 / 6.8291
LUMO energy (alpha / beta) in eV: -8.180 / -8.236
Relative energy (zero: lowest compared OMol25 entry of this formula, charge and spin) in eV: 3.141

ORCA input file:
```
! wB97M-V def2-TZVPD RIJCOSX def2/J DEFGRID3
* xyz 2 1
Mo -0.322 0.267 -0.186
O -0.988 -1.835 -5.894
C -0.828 -1.340 -4.704
C 0.130 -0.340 -4.391
C 0.219 0.101 -3.089
N -0.575 -0.387 -2.126
C -1.510 -1.309 -2.399
C -1.670 -1.823 -3.663
C -2.283 -1.604 -1.112
O -3.194 -2.340 -0.963
O -1.731 -0.827 -0.147
C 1.134 1.154 -2.472
O 2.005 1.744 -3.012
O 0.766 1.278 -1.179
H -0.363 -1.520 -6.571
H 0.787 0.057 -5.152
H -2.392 -2.593 -3.886
O -2.026 3.053 5.117
C -1.605 3.501 6.134
O -1.338 3.975 7.117
C -1.635 2.321 3.958
C -2.664 1.764 3.190
C -2.336 1.116 2.021
N -1.066 1.004 1.578
C -0.086 1.486 2.391
C -0.313 2.159 3.580
C 1.275 0.942 2.008
O 2.299 1.237 2.534
O 1.108 0.034 1.059
H -3.687 1.834 3.528
H -3.101 0.656 1.400
H 0.549 2.497 4.140
*
```



[6]
The following is a quantum chemistry calculation of C14H8Cl2F8N2O4RhS2 as an isolated structure, from the OMol25 dataset.

Properties
HOMO-LUMO gap (alpha / beta) in eV: 6.4047 / 6.3700
LUMO energy (alpha / beta) in eV: -6.065 / -6.099
Relative energy (zero: lowest compared OMol25 entry of this formula, charge and spin) in eV: 0.779

ORCA input file:
```
! wB97M-V def2-TZVPD RIJCOSX def2/J DEFGRID3
* xyz 1 1
Rh -0.927 -0.284 -0.418
F -2.191 -0.990 5.225
C -2.303 -0.313 4.104
F -3.510 0.222 4.007
F -1.388 0.654 4.068
S -2.031 -1.396 2.635
O -1.990 -0.413 1.542
O -3.074 -2.360 2.550
N -0.608 -1.972 2.990
S 0.513 -2.178 1.928
O 1.327 -3.312 2.160
O -0.006 -2.027 0.543
C 1.604 -0.711 2.182
F 1.961 -0.623 3.444
F 0.917 0.398 1.849
F 2.669 -0.784 1.401
F 1.674 -2.917 -4.249
C 1.574 -1.805 -3.529
C 0.676 -1.779 -2.469
C 0.578 -0.608 -1.765
C 1.364 0.503 -2.023
C 2.247 0.418 -3.093
F 3.010 1.472 -3.399
C 2.364 -0.721 -3.861
C 1.179 1.638 -1.138
C 2.103 2.628 -0.846
C 1.781 3.583 0.104
C 0.540 3.553 0.729
C -0.337 2.551 0.389
N -0.013 1.617 -0.518
H 0.125 -2.673 -2.211
H 3.076 -0.773 -4.672
H 3.058 2.648 -1.347
H 2.501 4.349 0.360
H 0.264 4.283 1.477
H -1.319 2.479 0.839
Cl -2.930 0.705 -1.554
C -3.635 -0.909 -1.886
Cl -2.550 -2.128 -1.189
H -3.693 -1.050 -2.957
H -4.600 -0.976 -1.400
*
```



The evaluated energy for the records listed, in turn: -42006.939 -44084.746 -61800.007 -186371.157 -37860.957 -97272.144 eV.
The evaluated largest force on an atom for the records listed, in turn: 2.7 2.6 5.4 0.7 3.2 1.8 eV Å⁻¹.